Model one:
10
Properties=species:S:1:pos:R:3:nbo_charge:R:1 method="wB97M-V/def2-TZVPD" homo_ha=-0.14164 gap_ev=7.624 total_charge=-1 smiles="C=C[C@@]1([O-])SC1=O"
C -1.637 -0.080 0.562 -0.457
C -0.811 0.345 -0.283 -0.237
C 0.774 -0.427 -0.589 0.453
O 0.766 -1.218 -1.529 -0.623
S 2.270 1.233 -0.741 -0.336
C 1.765 0.047 0.353 0.254
O 2.151 -0.431 1.409 -0.618
H -2.670 0.308 0.450 0.170
H -1.601 -0.974 1.333 0.196
H -1.008 1.196 -0.967 0.198

=====

Model two:
10
Properties=species:S:1:pos:R:3:nbo_charge:R:1 method="wB97M-V/def2-TZVPD" homo_ha=-0.14642 gap_ev=7.768 total_charge=-1
C 1.862 0.297 -0.003 -0.476
C 0.698 -0.131 -0.524 -0.215
C -0.958 0.635 -0.023 0.496
C -1.680 -0.465 0.556 0.228
O -1.248 1.752 -0.364 -0.587
O -1.753 -0.942 1.663 -0.613
S -2.110 -1.153 -0.914 -0.376
H 2.832 0.067 -0.123 0.174
H 1.821 0.795 1.004 0.176
H 0.536 -0.854 -1.272 0.193

=====

The least stable of them is model two.

=====

Model one:
8
Properties=species:S:1:pos:R:3:nbo_charge:R:1 method="wB97M-V/def2-TZVPD" multiplicity=3 s_squared=2.026 homo_ha="-0.20940 / -0.39226" gap_ev="6.636 / 8.121"
C 0.674 0.439 -0.173 -0.386
N -1.189 -0.980 0.073 -0.022
N -1.721 0.103 0.094 0.096
N 0.154 -0.870 -0.001 -0.302
O -0.952 1.201 0.050 -0.260
H 1.243 0.967 0.771 0.232
H 1.076 0.716 -1.247 0.242
H 0.715 -1.576 0.434 0.400

=====

Model two:
8
Properties=species:S:1:pos:R:3:nbo_charge:R:1 method="wB97M-V/def2-TZVPD" multiplicity=3 s_squared=2.011 homo_ha="-0.22310 / -0.37587" gap_ev="7.046 / 7.247"
C -0.745 0.487 0.627 0.283
N 0.471 0.653 0.754 -0.141
N -1.907 0.871 0.580 -0.660
N 1.303 -0.876 -0.877 -0.492
O 1.478 -0.240 0.327 -0.091
H 0.404 -1.084 -1.117 0.342
H -2.561 0.462 1.310 0.413
H 1.557 -0.273 -1.605 0.347

=====

The least stable of them is model two.

=====

Model one:
20
Properties=species:S:1:pos:R:3:nbo_charge:R:1 method="wB97M-V/def2-TZVPD" homo_ha=-0.24288 gap_ev=2.850
C -0.577 -1.315 -3.689 -0.616
C 0.391 -0.649 -2.668 -0.551
S 1.019 -1.741 -1.323 -0.195
H -1.369 -1.733 -3.084 0.209
H -0.155 -2.148 -4.240 0.210
H -1.006 -0.555 -4.373 0.203
H -0.208 0.223 -2.210 0.206
H 1.321 -0.232 -3.181 0.205
C 0.894 -0.267 1.407 -0.616
C -0.226 0.813 1.738 -0.170
C 0.192 1.911 2.465 -0.261
N -1.455 0.179 2.701 -0.670
H 1.531 -0.012 0.520 0.252
H 1.423 -0.115 2.353 0.187
H 0.650 -1.278 1.247 0.254
H -0.123 2.889 2.144 0.211
H 1.184 1.821 2.885 0.207
H -1.066 0.016 3.679 0.345
H -0.848 0.923 0.722 0.242
H -1.572 1.270 2.908 0.348

=====

Model two:
20
Properties=species:S:1:pos:R:3:nbo_charge:R:1 method="wB97M-V/def2-TZVPD" homo_ha=-0.31293 gap_ev=9.265 smiles=CNSCC(C)C
C -2.770 -0.828 0.126 -0.429
N -2.211 0.588 0.342 -0.773
S -0.839 1.642 -0.516 0.327
C 0.374 1.234 0.778 -0.556
C 1.375 0.215 0.375 -0.226
C 0.744 -1.059 -0.323 -0.608
C 2.249 0.897 -0.748 -0.608
H -3.354 -0.890 -0.781 0.182
H -1.767 -1.349 -0.010 0.204
H -3.313 -1.324 0.946 0.212
H -3.001 1.309 0.188 0.361
H 0.839 2.123 1.136 0.222
H -0.304 0.867 1.680 0.258
H 2.007 -0.247 1.186 0.214
H 1.441 -1.713 -0.760 0.211
H -0.042 -0.772 -0.902 0.207
H 0.211 -1.611 0.427 0.192
H 1.748 0.990 -1.659 0.211
H 2.559 1.812 -0.308 0.195
H 3.104 0.415 -0.971 0.204

=====

Model three:
20
Properties=species:S:1:pos:R:3:nbo_charge:R:1 method="wB97M-V/def2-TZVPD" homo_ha=-0.28885 gap_ev=8.608 smiles=CCNCCCS
C -2.533 0.732 -1.664 -0.631
C -1.622 1.607 -0.858 -0.221
N -0.801 0.767 0.090 -0.692
C 0.483 1.114 0.844 -0.228
C 0.979 0.056 1.793 -0.440
C 1.000 -1.365 1.242 -0.501
S 1.386 -1.369 -0.604 -0.081
H -3.043 -0.071 -1.008 0.220
H -1.871 0.332 -2.539 0.211
H -3.438 1.249 -1.979 0.222
H -0.890 2.192 -1.483 0.169
H -2.183 2.171 -0.137 0.192
H -0.646 -0.170 -0.345 0.353
H 1.135 1.348 -0.089 0.183
H 0.276 2.114 1.350 0.204
H 0.226 0.008 2.738 0.214
H 1.783 0.600 2.249 0.232
H 0.020 -1.802 1.202 0.223
H 1.513 -1.901 2.091 0.232
H 0.709 -2.396 -1.145 0.138

=====

Model four:
20
Properties=species:S:1:pos:R:3:nbo_charge:R:1 method="wB97M-V/def2-TZVPD" homo_ha=-0.31536 gap_ev=9.492 smiles=CCN[C@@H](C)CS
C -0.193 -2.272 -2.466 -0.610
C 0.166 -1.052 -1.636 -0.212
N -0.941 -0.697 -0.753 -0.619
C -0.703 0.423 0.131 -0.055
C -2.040 0.765 0.815 -0.606
C 0.387 0.102 1.215 -0.552
S 1.673 1.372 1.300 -0.046
H -0.336 -3.163 -1.857 0.199
H -1.144 -2.086 -2.981 0.212
H 0.562 -2.421 -3.224 0.212
H 0.333 -0.191 -2.272 0.192
H 1.093 -1.286 -1.092 0.153
H -1.210 -1.502 -0.190 0.344
H -0.342 1.277 -0.439 0.198
H -1.853 1.385 1.684 0.203
H -2.614 1.425 0.160 0.219
H -2.559 -0.155 1.085 0.206
H -0.108 -0.056 2.170 0.214
H 0.823 -0.858 0.931 0.221
H 2.725 0.606 1.031 0.125

=====

The least stable of them is model one.

=====

Model one:
20
Properties=species:S:1:pos:R:3:nbo_charge:R:1 method="wB97M-V/def2-TZVPD" homo_ha=-0.32587 gap_ev=9.803 smiles=CNCCCCS
C 1.970 -1.176 -1.181 -0.428
N 1.919 -1.685 0.196 -0.613
C 0.922 -0.971 1.029 -0.242
C 1.060 0.546 1.253 -0.434
C -0.066 1.435 0.722 -0.429
C -0.790 1.094 -0.567 -0.494
S -2.497 0.369 -0.360 -0.078
H 1.910 -0.099 -1.236 0.168
H 2.917 -1.542 -1.535 0.206
H 1.220 -1.702 -1.772 0.194
H 2.806 -1.610 0.681 0.343
H 0.018 -1.302 0.505 0.195
H 0.833 -1.475 1.993 0.199
H 1.932 0.872 0.668 0.198
H 1.344 0.644 2.295 0.221
H -0.711 1.751 1.522 0.213
H 0.340 2.448 0.588 0.213
H -0.225 0.271 -0.987 0.223
H -0.991 1.970 -1.167 0.224
H -2.453 -0.204 -1.569 0.119

=====

Model two:
20
Properties=species:S:1:pos:R:3:nbo_charge:R:1 method="wB97M-V/def2-TZVPD" homo_ha=-0.31529 gap_ev=9.498 smiles=CNCCCCS
C 0.895 -0.628 -2.723 -0.403
N 0.537 -0.371 -1.346 -0.631
C -0.709 0.330 -1.131 -0.206
C -1.196 0.151 0.302 -0.411
C -0.401 1.032 1.311 -0.419
C 0.188 0.257 2.482 -0.481
S 1.366 -1.029 1.871 -0.080
H 0.018 -0.982 -3.308 0.153
H 1.632 -1.404 -2.785 0.202
H 1.249 0.247 -3.267 0.188
H 0.537 -1.240 -0.834 0.358
H -1.483 0.002 -1.830 0.162
H -0.560 1.407 -1.285 0.179
H -2.216 0.541 0.314 0.209
H -1.218 -0.898 0.576 0.205
H -1.100 1.764 1.710 0.212
H 0.420 1.462 0.744 0.217
H 0.832 0.927 3.040 0.218
H -0.590 -0.241 3.056 0.208
H 1.798 -1.328 3.103 0.122

=====

The least stable of them is model one.

=====

Model one:
20
Properties=species:S:1:pos:R:3:nbo_charge:R:1 method="wB97M-V/def2-TZVPD" homo_ha=-0.32971 gap_ev=9.854 smiles=CCN[C@H](C)CS
C -0.560 2.518 0.085 -0.617
C -1.190 1.365 -0.745 -0.211
N -1.002 0.085 0.029 -0.631
C 0.301 -0.718 -0.125 -0.093
C 0.065 -1.992 -0.911 -0.638
C 0.885 -0.937 1.194 -0.541
S 2.653 -1.358 1.095 -0.050
H -1.108 3.507 -0.157 0.208
H 0.443 2.440 -0.188 0.200
H -0.691 2.284 1.176 0.214
H -2.219 1.472 -0.850 0.188
H -0.627 1.385 -1.636 0.165
H -1.784 -0.422 -0.422 0.352
H 0.878 -0.073 -0.767 0.187
H -0.537 -1.822 -1.843 0.218
H -0.379 -2.909 -0.426 0.218
H 1.060 -2.444 -1.309 0.222
H 0.220 -1.639 1.590 0.214
H 0.595 -0.173 2.029 0.251
H 2.996 -0.570 2.179 0.143

=====

Model two:
20
Properties=species:S:1:pos:R:3:nbo_charge:R:1 method="wB97M-V/def2-TZVPD" homo_ha=-0.30103 gap_ev=9.160 smiles=CSCC[C@@H](C)N
C -1.789 1.356 1.385 -0.764
S -2.076 -0.331 1.887 0.178
C -0.677 -1.256 1.139 -0.523
C 0.504 -0.483 0.620 -0.420
C 0.394 -0.028 -0.841 -0.053
C 1.677 0.686 -1.241 -0.618
N 0.028 -1.117 -1.716 -0.841
H -2.281 2.037 2.071 0.233
H -0.733 1.631 1.426 0.211
H -2.128 1.581 0.382 0.205
H -1.085 -1.874 0.337 0.238
H -0.391 -1.932 1.954 0.221
H 0.856 0.364 1.209 0.214
H 1.372 -1.157 0.703 0.207
H -0.403 0.708 -0.861 0.184
H 1.954 1.489 -0.554 0.208
H 2.505 -0.048 -1.219 0.196
H 1.667 1.060 -2.264 0.209
H 0.721 -1.857 -1.742 0.353
H -0.112 -0.828 -2.674 0.363

=====

Model three:
20
Properties=species:S:1:pos:R:3:nbo_charge:R:1 method="wB97M-V/def2-TZVPD" homo_ha=-0.33524 gap_ev=10.061 smiles=CCCNCCS
C -0.122 0.749 2.999 -0.616
C 0.925 0.436 1.921 -0.404
C 0.570 0.907 0.522 -0.213
N -0.336 -0.023 -0.153 -0.611
C -0.178 -0.005 -1.611 -0.228
C -0.848 -1.244 -2.203 -0.540
S -1.320 -1.191 -3.935 -0.023
H -1.099 0.970 2.577 0.214
H 0.150 1.565 3.661 0.208
H -0.292 -0.139 3.609 0.208
H 1.096 -0.638 1.841 0.190
H 1.878 0.849 2.218 0.209
H 0.101 1.896 0.503 0.186
H 1.508 1.071 -0.019 0.164
H -0.051 -0.959 0.136 0.337
H -0.717 0.862 -2.002 0.194
H 0.867 0.044 -1.945 0.166
H -1.751 -1.444 -1.617 0.231
H -0.236 -2.133 -2.055 0.211
H -0.145 -1.576 -4.448 0.117

=====

Model four:
20
Properties=species:S:1:pos:R:3:nbo_charge:R:1 method="wB97M-V/def2-TZVPD" homo_ha=-0.31719 gap_ev=6.227
C -0.754 1.703 3.627 0.138
N -0.160 1.026 2.711 -0.792
C 0.189 -0.279 -0.142 -0.431
C 0.759 -0.540 -1.512 -0.247
C 1.148 -1.960 -1.925 -0.624
S -0.490 -0.090 -4.120 -0.204
C -1.161 0.442 -0.101 -0.589
H -0.917 1.330 4.662 0.119
H -1.280 2.668 3.469 0.122
H 0.633 1.691 3.096 0.414
H 0.172 -1.137 0.531 0.218
H 0.871 0.389 0.392 0.224
H 1.649 0.050 -1.721 0.219
H 0.042 -0.176 -2.315 0.146
H 1.692 -1.855 -2.869 0.222
H 0.322 -2.589 -2.268 0.221
H 1.763 -2.492 -1.204 0.216
H -1.506 0.684 0.894 0.226
H -1.914 -0.227 -0.527 0.200
H -1.056 1.362 -0.677 0.204

=====

The least stable of them is model four.

=====

Model one:
20
Properties=species:S:1:pos:R:3:nbo_charge:R:1 method="wB97M-V/def2-TZVPD" homo_ha="-0.29306 / -0.29352" gap_ev="5.289 / 5.294"
C -0.758 -0.089 -1.562 -0.577
C -0.907 -1.338 0.738 -0.633
C -2.353 0.587 0.319 -0.617
C 3.611 0.272 0.327 -0.830
C -0.963 -0.013 0.070 0.004
N 0.016 0.853 0.549 -0.453
S 2.640 0.096 -1.150 0.013
H -1.322 -1.029 -1.891 0.212
H -1.097 0.938 -1.946 0.222
H 0.317 -0.420 -1.727 0.240
H -0.731 -1.196 1.862 0.228
H 0.019 -1.839 0.378 0.226
H -1.723 -2.088 0.636 0.223
H -3.182 -0.232 0.462 0.232
H -2.293 1.292 1.215 0.221
H -2.810 1.292 -0.463 0.219
H 4.164 1.310 0.316 0.212
H 4.535 -0.462 0.373 0.235
H 2.833 0.180 1.155 0.265
H 0.004 1.887 0.338 0.359

=====

Model two:
20
Properties=species:S:1:pos:R:3:nbo_charge:R:1 method="wB97M-V/def2-TZVPD" homo_ha=-0.26989 gap_ev=6.591
C 0.899 -1.651 0.529 -0.605
C 1.172 -0.154 -1.544 -0.610
C 0.167 2.199 0.049 -0.687
C 1.207 -0.270 -0.013 -0.340
C 0.271 0.762 0.589 0.082
N -3.200 -0.801 0.716 -0.948
S -2.367 0.197 -0.370 0.012
H 1.496 -2.492 0.046 0.230
H -0.248 -1.946 0.243 0.206
H 0.776 -1.552 1.575 0.215
H 1.835 -0.987 -2.025 0.208
H 0.098 -0.352 -1.790 0.234
H 1.536 0.765 -2.006 0.215
H 0.012 2.312 -0.961 0.228
H 1.098 2.788 0.234 0.216
H -0.688 2.582 0.556 0.234
H 2.213 0.001 0.266 0.224
H -0.332 0.567 1.364 0.174
H -3.051 -0.268 1.691 0.357
H -2.893 -1.699 0.851 0.356

=====

The least stable of them is model one.

=====

Model one:
23
Properties=species:S:1:pos:R:3:nbo_charge:R:1 method="wB97M-V/def2-TZVPD" multiplicity=2 s_squared=0.768 homo_ha="-0.53531 / -0.53534" gap_ev="10.176 / 6.403" total_charge=+1
C -0.086 1.070 2.087 -0.695
C 1.115 0.436 -0.026 -0.161
C 0.043 1.125 0.629 0.265
C 1.143 0.423 -1.384 -0.185
C 0.123 1.075 -2.116 0.044
C -0.874 1.934 -0.118 -0.169
C -0.846 1.895 -1.473 -0.179
H 1.747 -0.153 0.617 0.252
H 1.934 -0.050 -1.940 0.257
H 0.883 1.059 2.584 0.268
H -0.617 0.135 2.348 0.294
H 0.092 1.027 -3.194 0.242
H -1.576 2.538 0.432 0.248
H -1.549 2.429 -2.106 0.258
H -0.735 1.854 2.465 0.255
C -0.789 -2.605 0.523 -0.613
C 0.286 -3.590 0.980 -0.622
H -1.808 -2.949 0.728 0.225
H -0.762 -1.700 1.140 0.169
H -0.793 -2.285 -0.524 0.202
H 1.006 -3.075 1.628 0.198
H 0.821 -4.072 0.170 0.220
H -0.139 -4.353 1.640 0.227

=====

Model two:
23
Properties=species:S:1:pos:R:3:nbo_charge:R:1 method="wB97M-V/def2-TZVPD" multiplicity=2 s_squared=0.768 homo_ha="-0.51730 / -0.51730" gap_ev="9.516 / 5.873" total_charge=+1
C 0.009 4.196 0.292 -0.611
C 0.942 4.126 -0.910 -0.622
H -0.536 5.123 0.395 0.226
H -0.749 3.400 0.217 0.176
H 0.515 3.866 1.200 0.211
H 1.289 5.110 -1.239 0.224
H 0.546 3.660 -1.822 0.198
H 1.833 3.513 -0.729 0.200
C 1.978 -2.477 -0.130 -0.687
C -1.840 -0.706 0.366 0.045
C -1.667 -2.056 0.772 -0.159
C -0.831 -0.006 -0.338 -0.205
C -0.415 -2.593 0.695 -0.193
C 0.373 -0.580 -0.535 -0.147
C 0.637 -1.874 0.052 0.267
H -2.689 -0.077 0.591 0.248
H -2.462 -2.704 1.106 0.262
H -0.995 0.984 -0.742 0.261
H -0.222 -3.614 0.998 0.252
H 1.127 -0.205 -1.220 0.249
H 2.128 -2.733 -1.189 0.284
H 2.089 -3.364 0.487 0.249
H 2.703 -1.736 0.211 0.272

=====

Model three:
23
Properties=species:S:1:pos:R:3:nbo_charge:R:1 method="wB97M-V/def2-TZVPD" multiplicity=2 s_squared=0.771 homo_ha="-0.49044 / -0.49027" gap_ev="8.883 / 4.803" total_charge=+1
C -0.973 -0.113 -3.340 -0.595
C -2.030 0.938 -2.949 -0.635
H -0.455 -0.417 -2.307 0.148
H -1.419 -1.023 -3.676 0.224
H -0.243 0.474 -3.946 0.224
H -1.831 1.699 -3.569 0.221
H -1.971 1.285 -1.859 0.185
H -2.935 0.630 -2.541 0.233
C -1.467 -1.280 1.872 -0.663
C 1.681 -0.354 -0.234 -0.225
C 2.057 0.790 0.498 -0.039
C 0.614 -1.143 0.349 -0.052
C -0.134 -0.568 1.394 0.200
C 1.379 1.142 1.696 -0.018
C 0.176 0.563 2.110 -0.262
H 2.065 -0.632 -1.229 0.272
H 2.915 1.467 0.193 0.262
H 0.255 -1.975 -0.284 0.261
H 1.693 1.954 2.259 0.233
H -1.345 -1.867 2.738 0.265
H -1.715 -1.943 1.069 0.228
H -0.415 1.103 2.822 0.267
H -2.426 -0.610 1.960 0.266

=====

The least stable of them is model three.